# 1
This record from the OMol25 dataset describes an isolated molecule of C7H14 at a distorted geometry. The level of theory is ωB97M-V/def2-TZVPD.

Each line ends with the Löwdin charge.
Positions of all 21 atoms, in Å:
C: -1.725946 0.542691 1.203033  -0.0991
C: -1.335190 0.164232 -0.226349  -0.2045
C: -0.029439 -0.610806 -0.319716  -0.4594
C: -0.089561 -1.969711 0.392193  -0.0382
C: 0.831150 -0.468395 -1.544538  -0.0597
C: 1.319311 0.094875 -0.220002  -0.2710
C: 1.445462 1.653527 -0.182282  -0.0709
H: -2.592637 1.211968 1.211075  0.0708
H: -1.984004 -0.338579 1.801424  0.0668
H: -0.899278 1.054034 1.710049  0.0678
H: -2.144455 -0.429620 -0.680991  0.1168
H: -1.245043 1.062087 -0.846627  0.1073
H: -0.913529 -2.605379 0.035232  0.0836
H: -0.251395 -1.825060 1.471079  0.0773
H: 0.838876 -2.540915 0.282843  0.0807
H: 1.231589 -1.344416 -2.066156  0.1108
H: 0.930767 0.551592 -1.887658  0.0804
H: 2.148984 -0.395740 0.272589  0.1251
H: 0.952579 2.013124 0.721062  0.0576
H: 1.007234 2.267713 -1.004962  0.0850
H: 2.502823 1.951464 -0.157679  0.0728

Cartesian forces (eV/Å) of the 6 atoms listed first:
-0.007 0.023 0.078
0.059 0.148 -0.049
0.166 0.278 0.303
0.093 0.101 -0.109
0.544 0.129 0.423
0.207 0.369 0.624

Calculated values
Multiplicity: 1
SMILES string: CC[C@@]1(C)C[C@H]1C
Maximum force: 2.83 eV Å⁻¹
Orbital gap: 0.3880 Ha

# 2
This record from the OMol25 dataset describes a structure of composition C56H47AuN6OP. The level of theory is ωB97M-V/def2-TZVPD.

Each line ends with the Löwdin charge.
Positions of all 112 atoms, in Å:
Au: 0.821614 0.280936 0.094293  1.1448
C: -2.431672 -2.347430 -3.675742  -0.0065
N: -1.186880 -1.897835 -3.066137  -0.0425
C: -1.041628 -1.446009 -1.792314  -0.4408
N: 0.238308 -1.185866 -1.558602  0.0437
C: 0.943275 -1.476593 -2.686344  -0.1554
C: 0.049535 -1.927190 -3.655751  -0.0853
C: 0.320389 -2.313827 -5.039362  -0.1823
C: 1.402476 -3.149924 -5.328206  -0.0183
C: 1.687837 -3.489957 -6.637714  -0.0448
C: 0.914054 -2.984038 -7.674509  -0.0456
C: -0.147537 -2.133104 -7.398339  -0.0528
C: -0.452443 -1.806809 -6.088705  -0.0396
C: 2.386849 -1.250506 -2.815494  -0.1843
C: 3.270517 -1.790090 -1.881842  -0.0470
C: 4.633770 -1.587279 -2.020771  -0.0662
C: 5.124115 -0.826312 -3.072809  -0.0496
C: 4.246891 -0.285541 -4.004559  -0.0449
C: 2.885661 -0.505066 -3.885929  -0.0151
P: -2.498060 -0.932294 -0.830821  1.2021
C: -2.002640 -1.115487 0.928080  -0.3662
N: -0.807824 -0.917326 1.470811  0.0893
C: -0.989117 -0.934252 2.826578  -0.1169
C: -2.367244 -1.157868 3.100266  -0.0608
N: -2.967958 -1.286274 1.891024  -0.0217
C: -4.401768 -1.444100 1.660440  0.0164
C: -3.038842 -1.041826 4.377713  -0.1695
C: -3.972916 -1.981523 4.838155  -0.0146
C: -4.578567 -1.802797 6.064321  -0.0225
C: -4.290525 -0.673590 6.830682  -0.0064
C: -3.368582 0.266242 6.381675  -0.0266
C: -2.727835 0.079650 5.173942  -0.0008
C: 0.036032 -0.841775 3.835443  -0.1442
C: 1.154131 -0.005067 3.695029  -0.0173
C: 2.093487 0.078468 4.696602  -0.0337
C: 1.957957 -0.690633 5.853578  -0.0043
C: 0.867978 -1.541693 6.000855  -0.0203
C: -0.092660 -1.609548 5.014158  0.0115
C: -2.068738 0.848042 -0.872163  -0.4049
N: -0.921080 1.355460 -0.441059  -0.0062
C: -0.951496 2.709067 -0.592513  -0.1494
C: -2.178605 3.047016 -1.146193  -0.0806
N: -2.855123 1.859368 -1.312539  -0.0274
C: -4.196791 1.709838 -1.860194  0.0105
C: -2.727781 4.365226 -1.465306  -0.1907
C: -2.680523 5.370368 -0.494557  -0.0253
C: -3.206313 6.620784 -0.762896  -0.0469
C: -3.762936 6.890540 -2.006971  -0.0427
C: -3.799809 5.901457 -2.980765  -0.0483
C: -3.294641 4.641408 -2.711567  -0.0347
C: 0.227920 3.503023 -0.261372  -0.1729
C: 1.022092 3.114435 0.827554  -0.0854
C: 2.197580 3.788179 1.122453  -0.0614
C: 2.577369 4.875984 0.352841  -0.0430
C: 1.778267 5.287200 -0.709552  -0.0270
C: 0.612933 4.607751 -1.020532  -0.0006
H: -3.054160 -2.843638 -2.935027  0.0844
H: -2.983107 -1.507026 -4.097767  0.1002
H: -2.210515 -3.049259 -4.474492  0.1076
H: 1.996186 -3.548573 -4.515617  0.1242
H: 2.510704 -4.157008 -6.855826  0.1180
H: 1.140929 -3.247249 -8.698546  0.1187
H: -0.727808 -1.714400 -8.209484  0.1165
H: -1.258100 -1.112944 -5.881011  0.1120
H: 2.882054 -2.419309 -1.088864  0.0882
H: 5.325463 -2.042267 -1.321974  0.1115
H: 6.188717 -0.666061 -3.177264  0.1166
H: 4.629353 0.308711 -4.823490  0.1179
H: 2.200857 -0.087529 -4.613024  0.1260
H: -4.831648 -2.131201 2.380516  0.0893
H: -4.905870 -0.481850 1.758907  0.1193
H: -4.568123 -1.843073 0.664953  0.0722
H: -4.168261 -2.877197 4.261736  0.1238
H: -5.270038 -2.546554 6.436007  0.1275
H: -4.776910 -0.533109 7.786656  0.1288
H: -3.153325 1.144216 6.975045  0.1253
H: -2.012360 0.808025 4.814587  0.1289
H: 1.253202 0.603312 2.807011  0.0733
H: 2.928251 0.759667 4.592424  0.1207
H: 2.700728 -0.623142 6.637334  0.1283
H: 0.771525 -2.151790 6.888531  0.1275
H: -0.927320 -2.287891 5.120154  0.1275
H: -4.820618 2.543163 -1.546603  0.1123
H: -4.167329 1.694483 -2.948466  0.1043
H: -4.631179 0.778979 -1.505530  0.0729
H: -2.245404 5.152093 0.473184  0.1231
H: -3.188210 7.387863 -0.000575  0.1179
H: -4.160249 7.873386 -2.220199  0.1199
H: -4.216227 6.120493 -3.954606  0.1186
H: -3.298024 3.883584 -3.485711  0.1150
H: 0.644365 2.354443 1.512468  0.0772
H: 2.798282 3.486106 1.970630  0.1119
H: 3.485197 5.414059 0.588527  0.1200
H: 2.076118 6.140840 -1.303360  0.1236
H: 0.010002 4.912245 -1.865360  0.1270
C: 5.112448 -0.085386 1.247255  0.0208
C: 3.750845 -0.685035 1.087668  -0.3487
O: 2.900641 0.044261 0.544436  -0.0917
C: 3.526236 -2.060095 1.543133  -0.1714
C: 2.385781 -2.769037 1.142558  -0.0596
C: 2.209201 -4.087888 1.510139  -0.0459
C: 3.171551 -4.727980 2.283178  -0.0287
C: 4.291033 -4.029119 2.714598  -0.0337
C: 4.472496 -2.709029 2.344872  0.0003
H: 5.151638 0.873180 0.737053  0.1020
H: 5.879021 -0.749732 0.850392  0.1029
H: 5.326765 0.072606 2.307366  0.1060
H: 1.648075 -2.290494 0.517667  0.0634
H: 1.331381 -4.628296 1.179137  0.1155
H: 3.051521 -5.773434 2.534748  0.1229
H: 5.032114 -4.526088 3.325713  0.1231
H: 5.349601 -2.184047 2.699847  0.1210

Cartesian forces (eV/Å) of the 6 atoms listed first:
0.228 0.390 -0.872
-0.316 -0.040 -0.130
0.130 -0.140 0.182
-0.346 -0.184 0.142
0.188 0.318 0.389
-0.274 -0.094 -0.465

Calculated values
⟨S²⟩: 2.03
Multiplicity: 3
Maximum force: 0.98 eV Å⁻¹
Orbital gap (alpha / beta): 0.2665 / 0.1323 Ha
Net charge: +3

# 3
This record from the OMol25 dataset describes a cluster of 2 separate species, C3H5FN2 in total at a distorted geometry. The level of theory is ωB97M-V/def2-TZVPD.

Each line ends with the Löwdin charge.
Positions of all 11 atoms, in Å:
C: 1.020293 1.137866 -1.053033  -0.2740
C: -0.313606 -1.304080 0.660558  -0.1418
C: 0.156805 1.408874 0.029764  0.0409
N: 1.741069 0.867018 -1.906904  0.1700
N: -1.027687 -0.216611 0.117347  -0.0608
F: -1.278437 -0.374168 -1.266131  -0.1061
H: 0.666938 -1.000023 0.819134  0.0351
H: -0.689309 -1.501541 1.744388  0.1180
H: -0.260369 -2.293757 0.167607  0.1009
H: 0.677526 1.354980 0.881216  0.0541
H: -0.693223 1.921441 -0.193946  0.0636

Cartesian forces (eV/Å) of the 6 atoms listed first:
0.373 -0.156 -0.840
-0.279 -2.103 2.189
-1.802 -4.807 -2.695
0.033 0.015 -0.011
0.111 3.621 -0.719
0.405 -0.537 0.469

Calculated values
Multiplicity: 1
Maximum force: 5.80 eV Å⁻¹
Orbital gap: 0.3318 Ha

# 4
This record from the OMol25 dataset describes a structure of composition C35H46N6O3P2Pb at a distorted geometry. The level of theory is ωB97M-V/def2-TZVPD.

Each line ends with the Löwdin charge.
Positions of all 93 atoms, in Å:
Pb: -0.007341 -1.572519 -1.711048  1.3007
C: -0.426013 4.027456 -1.773957  -0.1233
C: -1.034816 3.242951 -2.672250  -0.1073
C: -0.327451 2.400407 -3.713447  -0.1789
C: 1.033057 1.712924 -3.318196  -0.2181
C: 2.278999 2.350759 -3.809828  -0.1216
C: 2.532483 3.652129 -3.726641  -0.0977
C: 1.592084 4.646865 -3.152556  -0.1794
C: 1.019239 4.319894 -1.755111  -0.1894
C: 1.235368 -2.710681 -0.278789  -0.3609
H: -1.002239 4.505618 -0.986330  0.1025
H: -2.096678 2.986975 -2.536702  0.1010
H: -0.225439 2.983516 -4.645540  0.1166
H: -1.019582 1.565789 -3.959897  0.0781
H: 1.110311 1.569486 -2.228415  0.0715
H: 1.009516 0.687500 -3.715721  0.0353
H: 3.022912 1.643765 -4.199996  0.0669
H: 3.484912 4.051706 -4.085684  0.1109
H: 0.778282 4.852558 -3.845349  0.1174
H: 2.155271 5.576752 -3.055962  0.1126
H: 1.631518 3.550619 -1.264916  0.1166
H: 1.109990 5.223240 -1.147346  0.1105
H: 0.740860 -2.684597 0.704082  -0.0155
H: 2.174076 -2.150717 -0.192066  -0.0001
H: 1.411304 -3.735275 -0.616863  -0.0102
P: 1.321033 -1.262701 -6.260375  1.1352
P: -2.485166 -0.460914 -6.354858  1.0839
N: 2.618286 -0.150672 -6.695654  -0.2849
N: 1.905444 -2.474059 -7.519470  -0.1886
N: -2.459859 1.117201 -7.097097  -0.3038
N: -3.937380 -0.948918 -7.372151  -0.2546
C: 0.126218 -0.464315 -7.426796  -0.4245
C: -1.228835 -1.198244 -7.493325  -0.4189
C: 3.716762 0.045469 -5.852108  -0.1726
C: 4.615034 0.884175 -6.483748  -0.0672
C: 4.087673 1.191644 -7.773714  -0.0419
C: 2.866751 0.538372 -7.887616  -0.1307
C: 2.362942 -3.740050 -7.146258  -0.0108
C: 2.775150 -4.437225 -8.284115  0.0254
C: 2.585837 -3.560745 -9.405554  0.0339
C: 2.072686 -2.363039 -8.902295  0.0055
C: -2.898376 2.283738 -6.452335  -0.1427
C: -2.696986 3.361927 -7.295244  -0.0730
C: -2.178208 2.852723 -8.529868  -0.0640
C: -2.043336 1.481985 -8.384376  -0.1765
C: -4.603131 -0.377614 -8.463415  -0.1281
C: -5.503737 -1.302989 -8.987372  -0.0774
C: -5.377606 -2.498428 -8.209336  -0.0941
C: -4.411367 -2.262084 -7.245066  -0.1858
H: 0.511827 -0.436598 -8.456610  0.0500
H: 0.026312 0.582014 -7.096182  0.0837
H: -1.611086 -1.170579 -8.529184  0.0870
H: -1.134973 -2.265907 -7.225144  0.0673
H: 3.737860 -0.427988 -4.868954  0.1078
H: 5.553252 1.245697 -6.075918  0.1128
H: 4.535077 1.789031 -8.557016  0.1115
H: 2.169265 0.514778 -8.717023  0.0943
H: 2.349562 -4.038936 -6.107103  0.1303
H: 3.163956 -5.447417 -8.324534  0.1284
H: 2.788935 -3.769748 -10.449769  0.1311
H: 1.808186 -1.463067 -9.441560  0.1203
H: -3.327797 2.204347 -5.458726  0.1041
H: -2.890839 4.394763 -7.055894  0.1000
H: -1.950356 3.425899 -9.415350  0.1028
H: -1.650943 0.775400 -9.104043  0.1043
H: -4.399911 0.630370 -8.794372  0.0988
H: -6.152112 -1.150054 -9.839387  0.0993
H: -5.922859 -3.420399 -8.357482  0.0959
H: -4.002821 -2.910579 -6.485141  0.0870
C: -2.118371 -1.226657 5.037021  -0.0611
C: -0.789035 -0.632533 4.646827  -0.1683
C: -0.756351 0.091933 3.286461  -0.2594
C: -1.652359 1.378406 3.334830  -0.1283
C: -3.140811 1.120391 3.174779  -0.0637
C: 0.669504 0.570721 3.097672  -0.3641
O: 1.507682 0.696611 3.971226  0.1743
N: 0.919092 0.999741 1.788525  0.2173
C: 0.432742 0.317497 0.688930  -0.5169
O: 0.988100 0.427467 -0.449031  -0.1224
N: -0.558160 -0.563050 0.845027  0.1213
C: -1.109199 -0.811193 2.078174  -0.2715
O: -1.910892 -1.753147 2.190367  0.3090
H: -2.950804 -0.565198 4.814981  0.0527
H: -2.110574 -1.415883 6.110963  0.1022
H: -2.275858 -2.163890 4.500002  0.0865
H: -0.495198 0.089541 5.426555  0.1415
H: -0.030929 -1.431845 4.648396  0.1412
H: -1.458089 1.835476 4.319223  0.1481
H: -1.275472 2.082018 2.577167  0.1258
H: -3.563993 0.937997 4.169202  0.0771
H: -3.625253 2.001294 2.738124  0.0961
H: -3.315061 0.246403 2.528697  0.0837
H: 1.801210 1.481518 1.658738  0.1800

Cartesian forces (eV/Å) of the 6 atoms listed first:
-0.139 0.903 0.710
-1.019 -0.917 -0.232
0.068 -0.666 0.986
-0.120 -0.603 -0.206
-0.900 -0.004 0.217
0.797 -0.098 -0.116

Calculated values
Multiplicity: 1
Maximum force: 3.88 eV Å⁻¹
Orbital gap (alpha / beta): 0.0856 / 0.1029 Ha
Net charge: +2